# 1
{"formula": "CH3N3O3", "method": "ωB97M-V with the def2-TZVPD basis set", "elements": ["O", "N", "N", "N", "H", "O", "C", "O", "H", "H"], "xyz": [[-0.83, 0.98, -1.95], [0.34, 1.03, -1.97], [1.42, 0.56, -2.28], [1.38, 1.77, -1.43], [1.44, 1.38, -0.37], [0.70, -0.41, 0.24], [-0.29, -0.86, 0.74], [-1.54, -0.71, 0.33], [-0.26, -1.32, 1.83], [-1.53, -0.20, -0.47]], "nbo_charge": [-0.396, 0.455, -0.044, -0.353, 0.346, -0.639, 0.672, -0.662, 0.117, 0.504], "orbital_gap_ha": 0.396, "relative_energy_kcal_mol": 75.98, "lumo_ev": 0.52, "homo_energy_ev": -10.2, "total_energy_ha": -429.6947}


# 2
{"formula": "CH3N3O3", "method": "ωB97M-V with the def2-TZVPD basis set", "elements": ["O", "C", "N", "N", "N", "O", "O", "H", "H", "H"], "xyz": [[-2.10, -1.24, 0.21], [-1.78, -0.12, 0.34], [-0.62, 0.50, 0.02], [0.66, -0.36, -0.48], [1.86, 0.08, 0.06], [1.94, 1.26, 0.19], [2.69, -0.75, 0.22], [-2.48, 0.75, 0.78], [-0.58, 1.20, -0.71], [0.39, -1.32, -0.63]], "nbo_charge": [-0.536, 0.538, -0.491, -0.369, 0.645, -0.373, -0.370, 0.117, 0.422, 0.416], "orbital_gap_ha": 0.413, "relative_energy_kcal_mol": 68.56, "lumo_ev": 0.32, "homo_energy_ev": -10.9, "total_energy_ha": -429.7065}


# 3
{"formula": "CH3N3S2", "method": "ωB97M-V with the def2-TZVPD basis set", "elements": ["N", "N", "N", "C", "S", "S", "H", "H", "H"], "xyz": [[-1.44, 0.94, -0.11], [-0.48, 0.39, 0.68], [-0.29, -0.90, 0.54], [0.81, -1.50, 0.04], [2.05, -0.47, -0.51], [1.29, 1.26, 0.11], [-1.64, 1.81, 0.25], [-1.09, 1.07, -1.03], [0.80, -2.59, 0.03]], "nbo_charge": [-0.602, -0.070, -0.231, -0.169, 0.168, -0.052, 0.357, 0.347, 0.252], "orbital_gap_ha": 0.293, "relative_energy_kcal_mol": 31.58, "lumo_ev": 0.07, "homo_energy_ev": -7.9, "total_energy_ha": -1000.4303}